Arrangement i

{"formula": "C7H13N", "method": "ωB97M-V/def2-TZVPD", "total_charge": 0, "homo_ha": -0.2964, "spin_multiplicity": 1, "gap_ev": 9.07, "symbols": ["N", "C", "C", "C", "C", "C", "C", "C", "H", "H", "H", "H", "H", "H", "H", "H", "H", "H", "H", "H", "H"], "positions_angstrom": [[0.64, 2.02, 0.20], [1.10, -0.27, 0.13], [-0.76, -1.90, -0.31], [-0.30, 1.68, -0.83], [-0.41, -0.50, 0.23], [-0.85, -0.41, 1.70], [-1.05, 0.59, -0.61], [1.70, -0.15, -1.11], [2.77, -0.01, -1.17], [1.63, 1.82, 0.26], [1.68, -0.57, 1.00], [1.18, -0.29, -2.05], [-0.55, 0.54, 2.15], [-0.51, -1.98, -1.36], [-1.94, -0.47, 1.77], [-1.84, 0.31, -1.29], [-0.69, 2.52, -1.39], [-0.21, -2.67, 0.24], [-0.41, -1.21, 2.29], [-1.83, -2.07, -0.21], [0.65, 3.03, 0.36]], "mulliken_charge": [-0.4049, -0.9975, -1.7637, -0.5301, 2.3293, -1.7758, -0.8693, -0.6339, 0.2959, 0.2067, 0.3493, 0.2662, 0.3927, 0.3853, 0.4033, 0.3806, 0.4585, 0.3854, 0.4096, 0.4556, 0.2568]}



Arrangement ii

{"formula": "C7H13N", "method": "ωB97M-V/def2-TZVPD", "total_charge": 0, "homo_ha": -0.2636, "spin_multiplicity": 1, "gap_ev": 8.20, "symbols": ["N", "C", "C", "C", "C", "C", "C", "C", "H", "H", "H", "H", "H", "H", "H", "H", "H", "H", "H", "H", "H"], "positions_angstrom": [[2.09, -1.99, -0.01], [-0.73, 2.98, -1.89], [-0.65, -1.41, 0.79], [-0.34, 1.62, -1.41], [1.44, -0.83, -0.27], [0.16, -0.44, 0.02], [-0.30, 0.88, -0.32], [-0.73, -1.14, 2.34], [1.74, -2.65, 0.66], [-0.40, -2.46, 0.65], [-1.72, -0.74, 2.53], [0.12, 3.64, -1.71], [-0.02, -0.40, 2.70], [0.10, 1.05, -2.27], [3.01, -2.18, -0.38], [-0.93, 3.02, -2.95], [-1.03, 1.30, 0.42], [-1.70, -1.45, 0.45], [1.95, -0.19, -0.99], [-1.54, 3.42, -1.29], [-0.53, -2.03, 2.93]], "mulliken_charge": [-0.4066, -1.2078, -0.9422, -0.0595, -0.0837, 0.3128, -0.3050, -1.1064, 0.1495, 0.4447, 0.3004, 0.2802, 0.3507, 0.2576, 0.1953, 0.3137, 0.1998, 0.3783, 0.3008, 0.3039, 0.3237]}



arrangement ii takes first place; second place is 0.0329 hartree up.



Arrangement i

{"formula": "C7H13N", "method": "ωB97M-V/def2-TZVPD", "total_charge": 0, "homo_ha": -0.3371, "spin_multiplicity": 1, "gap_ev": 9.95, "symbols": ["N", "C", "C", "C", "C", "C", "C", "C", "H", "H", "H", "H", "H", "H", "H", "H", "H", "H", "H", "H", "H"], "positions_angstrom": [[-0.65, 1.36, -1.42], [0.72, 3.21, -0.54], [-1.39, -1.14, 2.41], [0.33, 1.75, -0.40], [-0.31, -2.28, 0.36], [-0.37, -1.48, 1.65], [0.76, -2.93, -0.20], [-0.36, 0.27, -2.05], [-1.07, -0.07, -2.78], [0.52, -0.31, -1.81], [-1.15, -0.71, 3.40], [1.25, 1.15, -0.42], [1.38, 3.51, 0.26], [-1.29, -2.47, -0.14], [-0.08, 1.56, 0.61], [1.79, -2.95, 0.19], [1.24, 3.47, -1.48], [0.70, -3.54, -1.14], [-0.18, 3.88, -0.51], [-2.47, -1.25, 2.11], [0.60, -1.03, 1.90]], "mulliken_charge": [-0.3993, -1.2289, -0.6404, -0.0545, -0.1220, 0.0081, -0.7463, -0.3384, 0.3074, 0.2670, 0.2475, 0.2916, 0.3531, 0.2485, 0.2040, 0.2589, 0.3140, 0.2514, 0.2845, 0.2301, 0.2634]}



Arrangement ii

{"formula": "C7H13N", "method": "ωB97M-V/def2-TZVPD", "total_charge": 0, "homo_ha": -0.3683, "spin_multiplicity": 1, "gap_ev": 10.78, "symbols": ["N", "C", "C", "C", "C", "C", "C", "C", "H", "H", "H", "H", "H", "H", "H", "H", "H", "H", "H", "H", "H"], "positions_angstrom": [[-0.22, -2.08, 3.21], [-1.47, 0.77, 0.07], [1.00, -1.38, 0.62], [-0.26, -0.37, -1.87], [0.50, 2.01, -0.93], [-0.09, 0.63, -0.58], [0.84, -0.09, 0.42], [0.44, -3.02, 3.33], [-0.48, -1.18, 2.88], [-0.06, 2.50, -1.84], [1.76, -1.67, 1.43], [-0.86, 0.15, -2.66], [-1.65, -0.27, 0.22], [1.42, 0.54, 1.15], [-0.50, -1.37, -1.65], [0.58, -2.04, -0.11], [1.44, 1.89, -1.43], [0.62, 2.77, -0.19], [-1.48, 1.41, 0.92], [-2.33, 1.13, -0.57], [0.80, -0.35, -2.43]], "mulliken_charge": [-0.1601, -1.5601, -0.8996, -1.4668, -1.7389, 1.8143, -0.3490, -0.1396, 0.3121, 0.3196, 0.3683, 0.3773, 0.4418, 0.2269, 0.4197, 0.1582, 0.4693, 0.3988, 0.3933, 0.3156, 0.2989]}



arrangement i takes first place; second place is 0.0174 hartree up.



Arrangement i

{"formula": "C6H9NS", "method": "ωB97M-V/def2-TZVPD", "total_charge": 0, "homo_ha": -0.3182, "spin_multiplicity": 1, "gap_ev": 8.26, "symbols": ["S", "N", "C", "C", "C", "C", "C", "C", "H", "H", "H", "H", "H", "H", "H", "H", "H"], "positions_angstrom": [[-2.43, -1.44, 0.18], [-0.50, 1.74, 0.24], [1.60, -0.94, 0.31], [-0.47, 0.36, 1.00], [-1.47, 1.16, -0.66], [-1.46, -0.16, 0.10], [0.82, -0.34, 1.25], [1.26, -1.07, -1.04], [0.11, -0.65, -0.98], [0.99, -0.48, 2.34], [1.84, -0.09, -1.66], [-2.54, 1.59, -0.33], [1.46, -2.14, -1.43], [2.46, -1.37, 0.64], [-1.20, 1.36, -1.69], [-0.91, 0.49, 2.04], [0.45, 1.98, -0.32]], "mulliken_charge": [-0.2982, -0.5111, -0.4228, 0.0709, -0.1824, -0.2202, -0.3542, -0.4996, -0.0270, 0.2760, 0.1885, 0.1968, 0.3074, 0.4834, 0.3571, 0.3027, 0.3326]}



Arrangement ii

{"formula": "C6H9NS", "method": "ωB97M-V/def2-TZVPD", "total_charge": 0, "homo_ha": -0.3416, "spin_multiplicity": 1, "gap_ev": 10.10, "symbols": ["S", "N", "C", "C", "C", "C", "C", "C", "H", "H", "H", "H", "H", "H", "H", "H", "H"], "positions_angstrom": [[-4.57, -1.30, -0.25], [-2.20, -0.52, 0.96], [0.99, -0.53, -1.09], [0.11, 0.64, -1.61], [-3.23, -0.71, 0.35], [0.19, 1.16, -0.23], [1.65, -0.02, 1.64], [0.97, 0.23, 0.30], [1.42, 0.78, 2.19], [-0.20, 2.05, 0.36], [-0.78, 0.29, -2.04], [0.48, 1.35, -2.29], [-1.24, -0.36, 0.66], [2.64, -0.12, 1.40], [2.07, -0.68, -1.40], [0.56, -1.42, -0.99], [1.14, -0.83, 2.03]], "mulliken_charge": [-0.3245, -0.4474, -0.5246, -0.5144, 0.3517, -0.3574, -1.4028, 0.2277, 0.3747, 0.3011, 0.2365, 0.2985, 0.4070, 0.4080, 0.2901, 0.3241, 0.3514]}



arrangement ii takes first place; second place is 0.0608 hartree up.



Arrangement i

{"formula": "C6H9NS", "method": "ωB97M-V/def2-TZVPD", "total_charge": 0, "homo_ha": -0.2911, "spin_multiplicity": 1, "gap_ev": 8.82, "symbols": ["S", "N", "C", "C", "C", "C", "C", "C", "H", "H", "H", "H", "H", "H", "H", "H", "H"], "positions_angstrom": [[1.01, 1.51, -0.30], [-1.19, -1.71, 2.16], [-0.06, -0.85, -1.13], [1.20, -0.25, -0.55], [0.32, -1.10, 0.34], [-0.39, -0.62, 1.53], [-0.58, 1.48, -1.07], [-1.02, 0.22, -1.32], [-1.90, -2.08, 1.54], [2.13, -0.60, -0.96], [0.33, -0.37, 2.34], [-1.98, 0.11, -1.89], [-0.96, 0.32, 1.31], [-1.66, -1.41, 3.01], [-0.08, -1.70, -1.81], [0.72, -2.10, 0.56], [-1.25, 2.41, -1.12]], "mulliken_charge": [-0.2181, -0.6063, -0.1729, -0.2206, -0.3562, -0.4646, -0.3095, -0.5369, 0.1913, 0.4523, 0.2573, 0.3190, 0.2799, 0.2269, 0.4431, 0.3997, 0.3156]}



Arrangement ii

{"formula": "C6H9NS", "method": "ωB97M-V/def2-TZVPD", "total_charge": 0, "homo_ha": -0.3332, "spin_multiplicity": 1, "gap_ev": 9.96, "symbols": ["S", "N", "C", "C", "C", "C", "C", "C", "H", "H", "H", "H", "H", "H", "H", "H", "H"], "positions_angstrom": [[-0.68, 2.12, -1.91], [-1.41, -1.63, 0.79], [-0.37, 0.73, 0.51], [-0.25, -0.79, 0.48], [0.45, -0.03, 1.59], [0.58, -1.16, -0.71], [0.44, 1.20, -0.70], [0.93, -0.06, -1.35], [-1.90, -1.87, -0.12], [0.84, -2.19, -0.90], [1.53, 0.04, -2.26], [0.02, -0.21, 2.60], [1.50, 0.02, 1.63], [1.30, 1.84, -0.46], [-1.07, -2.51, 1.20], [-0.62, 3.33, -1.24], [-1.28, 1.18, 0.84]], "mulliken_charge": [-0.2500, -0.6402, -0.5102, 0.9816, -1.0585, -0.7562, -0.1412, -0.5867, 0.3044, 0.4222, 0.4411, 0.3217, 0.2633, 0.3620, 0.2905, 0.1423, 0.4135]}



Arrangement iii

{"formula": "C6H9NS", "method": "ωB97M-V/def2-TZVPD", "total_charge": 0, "homo_ha": -0.3239, "spin_multiplicity": 1, "gap_ev": 9.48, "symbols": ["S", "N", "C", "C", "C", "C", "C", "C", "H", "H", "H", "H", "H", "H", "H", "H", "H"], "positions_angstrom": [[1.38, -1.40, 1.41], [-0.02, 1.22, -1.07], [-0.37, -0.25, -0.34], [-1.09, 0.22, 0.86], [1.12, -0.10, 0.17], [0.61, 1.39, 0.26], [-1.08, -1.26, -1.14], [-0.44, 1.37, 1.30], [-0.49, 2.11, 2.12], [-0.43, -1.75, -2.00], [-2.02, -0.08, 1.49], [2.28, -2.10, 0.57], [0.77, 0.91, -1.64], [-2.09, -0.68, -1.37], [1.26, 2.30, 0.35], [2.01, 0.09, -0.54], [-1.40, -2.01, -0.43]], "mulliken_charge": [-0.2536, -0.6608, 0.7852, -0.7116, -0.3592, 0.3718, -1.3543, -0.4625, 0.3709, 0.2963, 0.2157, 0.1524, 0.2752, 0.2899, 0.3985, 0.3100, 0.3360]}



arrangement ii takes first place; second place is 0.0053 hartree up.



Arrangement i

{"formula": "C6H9NS", "method": "ωB97M-V/def2-TZVPD", "total_charge": 0, "homo_ha": -0.3252, "spin_multiplicity": 1, "gap_ev": 9.17, "symbols": ["S", "N", "C", "C", "C", "C", "C", "C", "H", "H", "H", "H", "H", "H", "H", "H", "H"], "positions_angstrom": [[-1.05, -1.84, -0.14], [1.70, -0.93, 0.44], [0.78, 1.38, -0.27], [0.62, 0.17, 0.71], [1.85, 1.64, -0.94], [-0.97, -0.20, 0.80], [-1.46, 0.94, -0.14], [-0.55, 1.85, -0.48], [-0.70, 2.77, -1.23], [0.87, -1.78, -0.12], [-2.56, 1.00, -0.20], [1.66, 2.46, -1.82], [1.94, -1.44, 1.29], [2.72, 0.89, -0.89], [-0.13, -2.80, 0.52], [0.88, 0.51, 1.66], [-1.39, -0.31, 1.81]], "mulliken_charge": [-0.3375, -0.7893, 0.3859, -0.1560, -0.5752, 0.0580, -0.5866, -0.4680, 0.2452, 0.1429, 0.3821, 0.1674, 0.3179, 0.3074, 0.2036, 0.3238, 0.3784]}



Arrangement ii

{"formula": "C6H9NS", "method": "ωB97M-V/def2-TZVPD", "total_charge": 0, "homo_ha": -0.3119, "spin_multiplicity": 1, "gap_ev": 9.33, "symbols": ["S", "N", "C", "C", "C", "C", "C", "C", "H", "H", "H", "H", "H", "H", "H", "H", "H"], "positions_angstrom": [[2.41, -0.26, -0.07], [-1.17, -0.81, 0.51], [1.02, 0.88, 0.27], [-0.01, 0.02, 0.89], [-2.16, 0.02, -0.31], [1.29, -1.76, 0.03], [0.96, 2.16, 0.05], [0.02, -0.96, -0.23], [1.63, -2.38, -0.73], [-2.64, -0.44, -1.44], [-0.03, 2.74, 0.23], [-0.01, -0.63, -1.25], [1.69, 2.78, -0.43], [1.34, -2.33, 0.98], [0.25, -0.39, 1.81], [-1.61, 1.05, -0.79], [-2.96, 0.31, 0.48]], "mulliken_charge": [-0.1247, -0.4090, 0.2772, -0.4471, -0.6011, -0.7101, -0.7226, 0.0662, 0.4148, 0.2514, 0.2196, 0.3522, 0.3126, 0.3282, 0.3335, 0.1547, 0.3041]}



arrangement i takes first place; second place is 0.0511 hartree up.